This record from the OMol25 dataset describes a structure of composition C3H7OS. The level of theory is ωB97M-V/def2-TZVPD.

Last column: Mulliken charge in e.
Geometry (Å):
1 C -2.94565 1.14931 -0.63371  -0.701
2 S -1.22605 1.03458 -0.00538  -0.609
3 H -3.47201 1.75129 0.10544  0.180
4 H -2.96852 1.71315 -1.58020  0.194
5 H -3.29028 0.16403 -0.93501  0.219
6 C 2.94076 -1.26521 0.63924  -0.850
7 C 1.85032 -0.53379 0.37039  0.114
8 O 0.67711 -1.07020 0.08906  -0.498
9 H 3.88309 -0.78334 0.81319  0.249
10 H 2.84482 -2.33485 0.72083  0.246
11 H 1.83939 0.56094 0.40319  0.222
12 H -0.13296 -0.38591 0.01296  0.234

Its total charge is -1. The HOMO energy comes out at -3.0 eV. The value obtained for the energy above the lowest of the compared OMol25 structures with the same formula, charge and spin is 92.9 kJ/mol. The calculation puts the gap between HOMO and LUMO at 7.2 eV.



This record from the OMol25 dataset describes a cluster of 2 separate species, C3H7OS in total. The level of theory is ωB97M-V/def2-TZVPD.

Last column: Mulliken charge in e.
Geometry (Å):
1 C -1.61692 -1.48925 -0.45279  -0.772
2 C -0.64890 -2.27749 0.14280  0.177
3 O 0.39537 -1.72419 0.80603  -0.491
4 H -2.38132 -1.95522 -1.02016  0.256
5 H -1.51715 -0.40892 -0.39718  0.144
6 H -0.76196 -3.37752 0.16484  0.307
7 H 0.37196 -0.71371 0.70397  0.048
8 C 1.28051 2.48974 -0.05908  -0.651
9 S 0.51282 1.13320 0.81716  -0.548
10 H 2.12096 2.83602 0.57073  0.181
11 H 1.70216 2.15234 -1.04774  0.186
12 H 0.54247 3.33499 -0.22856  0.164

Its total charge is -1. The HOMO energy comes out at -2.8 eV. The value obtained for the energy above the lowest of the compared OMol25 structures with the same formula, charge and spin is 111.8 kJ/mol. The calculation puts the gap between HOMO and LUMO at 7.1 eV.



This record from the OMol25 dataset describes a cluster of 2 separate species, C3H7OS in total. The level of theory is ωB97M-V/def2-TZVPD.

Last column: Mulliken charge in e.
Geometry (Å):
1 C -0.76555 2.09287 2.04525  -0.670
2 S -0.61924 1.91721 0.24703  -0.690
3 H -0.04193 2.94437 2.50623  0.173
4 H -1.84520 2.08340 2.42252  0.188
5 H -0.20813 1.23964 2.39080  0.179
6 C 0.92967 -2.28793 -1.93965  -0.779
7 C 0.58038 -1.17815 -1.23766  0.128
8 O -0.24163 -1.01921 -0.19745  -0.431
9 H 1.27178 -2.20254 -3.02301  0.205
10 H 0.72526 -3.21127 -1.46113  0.284
11 H 0.94001 -0.20954 -1.64276  0.232
12 H -0.72543 -0.16884 -0.11017  0.182

Its total charge is -1. The HOMO energy comes out at -2.8 eV. The value obtained for the energy above the lowest of the compared OMol25 structures with the same formula, charge and spin is 159.7 kJ/mol. The calculation puts the gap between HOMO and LUMO at 6.8 eV.



This record from the OMol25 dataset describes a cluster of 2 separate species, C3H7OS in total. The level of theory is ωB97M-V/def2-TZVPD.

Last column: Mulliken charge in e.
Geometry (Å):
1 C -2.15134 0.83186 0.09757  -0.651
2 S -1.81866 -0.26128 1.44958  -0.134
3 H -2.64319 1.75449 0.39704  0.288
4 H -1.24770 1.11748 -0.44085  0.279
5 H -2.76213 0.30292 -0.63991  0.296
6 C 2.27562 -0.06479 -0.60328  -0.765
7 C 1.38713 -0.61303 0.21002  0.096
8 O 0.43082 -1.48691 -0.19442  -0.491
9 H 3.11538 0.46768 -0.17934  0.264
10 H 2.40782 -0.41949 -1.61913  0.277
11 H 1.41737 -0.39419 1.27768  0.331
12 H -0.41111 -1.23472 0.24505  0.210

Its total charge is 0. Its expectation value of S² is 0.753. The HOMO energy (alpha / beta) comes out at -9.0 / -9.0 eV. The value obtained for the energy above the lowest of the compared OMol25 structures with the same formula, charge and spin is 50.2 kJ/mol. The calculation puts the gap between HOMO and LUMO (alpha / beta) at 9.8 / 6.5 eV. The multiplicity is 2.



This record from the OMol25 dataset describes a cluster of 2 separate species, C3H7OS in total. The level of theory is ωB97M-V/def2-TZVPD.

Last column: Mulliken charge in e.
Geometry (Å):
1 C 1.36738 -1.89402 1.90393  -0.708
2 S 1.38330 -0.26935 1.12595  -0.081
3 H 1.67743 -1.58945 2.90245  0.256
4 H 0.36245 -2.31703 1.92178  0.269
5 H 1.89817 -2.68183 1.36577  0.275
6 O -2.62342 0.71793 -1.75381  -0.468
7 C -1.65137 0.88071 -1.05153  0.202
8 C -0.30190 1.13042 -1.65242  -0.805
9 H -1.74355 0.82804 0.03855  0.326
10 H 0.39128 0.31301 -1.44022  0.166
11 H 0.14035 1.97350 -1.10420  0.271
12 H -0.37158 1.32782 -2.71472  0.298

Its total charge is 0. Its expectation value of S² is 0.753. The HOMO energy (alpha / beta) comes out at -9.6 / -9.2 eV. The value obtained for the energy above the lowest of the compared OMol25 structures with the same formula, charge and spin is 21.1 kJ/mol. The calculation puts the gap between HOMO and LUMO (alpha / beta) at 10.4 / 7.1 eV. The multiplicity is 2.



This record from the OMol25 dataset describes a cluster of 2 separate species, C3H7OS in total. The level of theory is ωB97M-V/def2-TZVPD.

Last column: Mulliken charge in e.
Geometry (Å):
1 S 1.05890 -0.53228 -2.56698  -0.160
2 H 1.02285 -1.39820 -3.59354  0.147
3 C -0.53139 1.38115 -0.24771  -1.055
4 C -0.61993 0.39647 0.89507  0.103
5 C 0.22825 -0.60626 1.05470  -0.173
6 O 0.05735 -1.49965 2.08898  -0.495
7 H -0.82763 2.37566 0.07681  0.340
8 H 0.47023 1.38706 -0.67182  0.254
9 H -1.19659 1.04667 -1.04924  0.246
10 H -1.49334 0.42014 1.53649  0.311
11 H 1.07191 -0.81135 0.40516  0.149
12 H 0.75939 -2.15943 2.07209  0.334

Its total charge is 0. Its expectation value of S² is 0.753. The HOMO energy (alpha / beta) comes out at -8.5 / -8.5 eV. The value obtained for the energy above the lowest of the compared OMol25 structures with the same formula, charge and spin is 53.4 kJ/mol. The calculation puts the gap between HOMO and LUMO (alpha / beta) at 9.3 / 5.9 eV. The multiplicity is 2.



This record from the OMol25 dataset describes the ion C3H7OS2 with charge -1. The level of theory is ωB97M-V/def2-TZVPD.

Last column: Mulliken charge in e.
Geometry (Å):
1 O -0.51209 0.33509 -1.69560  -0.558
2 C -0.82767 -0.86522 -0.95987  -0.324
3 C 0.04156 -1.01628 0.43021  -0.384
4 C 0.94897 0.24787 0.68388  -1.183
5 S -0.22613 1.62248 1.24741  -0.126
6 S 0.48300 3.08120 0.11515  -0.639
7 H -0.27624 0.94421 -0.99335  0.297
8 H -1.85363 -0.53212 -0.56891  0.255
9 H -0.62955 -1.88299 -1.55378  0.219
10 H -0.68354 -0.74796 1.24953  0.168
11 H 0.55378 -1.89298 0.79151  0.425
12 H 1.58599 0.02255 1.49837  0.375
13 H 1.39554 0.68414 -0.24456  0.474

Its total charge is -1. Its SMILES is OCCCS[S-]. The HOMO energy comes out at -2.2 eV. The value obtained for the energy above the lowest of the compared OMol25 structures with the same formula, charge and spin is 61.5 kJ/mol. The calculation puts the gap between HOMO and LUMO at 5.9 eV.



This record from the OMol25 dataset describes an isolated molecule of C3H7P. The level of theory is ωB97M-V/def2-TZVPD.

Last column: Mulliken charge in e.
Geometry (Å):
1 C 1.81344 -0.89360 -0.01834  -0.742
2 P 0.07093 -0.56242 0.03499  0.572
3 C -2.07918 -0.74730 -0.12350  -0.712
4 C 0.06636 1.27505 -0.06551  -1.050
5 H 2.15864 -1.90847 -0.02160  0.262
6 H 2.45755 -0.09480 -0.32486  0.239
7 H -2.29433 -1.80859 0.02307  0.237
8 H -2.34776 -0.19191 0.78056  0.214
9 H -0.00581 1.57015 -1.11157  0.300
10 H 0.96705 1.70004 0.37080  0.350
11 H -0.80689 1.66183 0.45596  0.330

Its total charge is 0. Its SMILES is C=P(=C)C. The HOMO energy (alpha / beta) comes out at -8.3 / -8.3 eV. The value obtained for the energy above the lowest of the compared OMol25 structures with the same formula, charge and spin is 356.0 kJ/mol. The calculation puts the gap between HOMO and LUMO (alpha / beta) at 8.1 / 8.1 eV.



This record from the OMol25 dataset describes a cluster of 2 separate species, C3H7PS in total. The level of theory is ωB97M-V/def2-TZVPD.

Last column: Mulliken charge in e.
Geometry (Å):
1 C -1.00933 0.32313 -2.16115  -0.266
2 P -2.44885 0.70437 -1.60270  -0.165
3 H -0.05164 -0.10913 -2.27081  0.458
4 C 0.61246 0.87172 0.62553  -0.984
5 C 0.00907 -0.45847 1.10074  -0.324
6 S -0.23348 -1.62982 -0.24289  -0.319
7 H 0.92464 1.43970 1.63104  0.293
8 H 1.57375 0.79816 0.17337  0.303
9 H -0.02422 1.56036 0.04819  0.264
10 H -1.05624 -0.30580 1.48053  0.251
11 H 0.64995 -0.95329 1.79578  0.350
12 H 1.05390 -2.24092 -0.57762  0.137

Its total charge is 0. Its SMILES is C#P.CCS. The HOMO energy comes out at -8.5 eV. The value obtained for the energy above the lowest of the compared OMol25 structures with the same formula, charge and spin is 263.1 kJ/mol. The calculation puts the gap between HOMO and LUMO at 8.9 eV.



This record from the OMol25 dataset describes an isolated molecule of C3H7PS2. The level of theory is ωB97M-V/def2-TZVPD.

Last column: Mulliken charge in e.
Geometry (Å):
1 C -1.42046 -1.73118 -0.61566  -0.686
2 S -1.35329 -0.74075 0.96422  -0.162
3 P -0.93106 1.10115 -0.09374  0.023
4 C 0.82325 1.84127 0.22928  -0.057
5 C 1.93327 1.02654 0.30479  -0.505
6 S 2.25718 -0.85096 0.14899  -0.186
7 H -0.52030 -2.26887 -0.86058  0.280
8 H -1.72689 -1.03402 -1.52893  0.263
9 H -2.21783 -2.56527 -0.47762  0.283
10 H -1.67558 1.82187 0.80566  0.041
11 H 1.08694 2.89557 0.34205  0.332
12 H 2.85316 1.50639 0.18739  0.320
13 H 0.89160 -1.00175 0.59413  0.054

Its total charge is 0. Its SMILES is CSP/C=C\S. The HOMO energy comes out at -8.6 eV. The value obtained for the energy above the lowest of the compared OMol25 structures with the same formula, charge and spin is 119.6 kJ/mol. The calculation puts the gap between HOMO and LUMO at 9.1 eV.



| no. | M (g mol⁻¹) | DFT total energy (eV) | F_max (eV/Å) |
| --- | --- | --- | --- |
| 1 | 91.15 | -16107.31442 | 1.50 |
| 2 | 91.15 | -16107.11828 | 2.77 |
| 3 | 91.15 | -16106.62215 | 3.15 |
| 4 | 91.15 | -16104.85738 | 1.16 |
| 5 | 91.15 | -16105.15882 | 1.40 |
| 6 | 91.15 | -16104.82467 | 0.77 |
| 7 | 123.22 | -26942.17238 | 3.36 |
| 8 | 74.06 | -12508.39233 | 4.27 |
| 9 | 106.13 | -23345.24227 | 4.32 |
| 10 | 138.20 | -34181.70687 | 4.11 |